{
  "formula": "C36H71N11O8",
  "method": "ωB97M-V/def2-TZVPD",
  "elements": ["C", "C", "C", "N", "C", "H", "H", "H", "H", "H", "C", "C", "C", "N", "C", "H", "H", "H", "H", "H", "C", "C", "C", "N", "C", "H", "H", "H", "H", "H", "C", "N", "C", "C", "O", "H", "H", "H", "H", "H", "H", "H", "C", "N", "C", "C", "O", "H", "H", "H", "H", "H", "H", "H", "C", "N", "C", "C", "O", "H", "H", "H", "H", "H", "H", "H", "C", "N", "C", "C", "O", "H", "H", "H", "H", "H", "H", "H", "C", "N", "C", "C", "O", "H", "H", "H", "H", "H", "H", "H", "C", "N", "C", "C", "O", "H", "H", "H", "H", "H", "H", "H", "C", "N", "C", "C", "O", "H", "H", "H", "H", "H", "H", "H", "C", "N", "C", "C", "O", "H", "H", "H", "H", "H", "H", "H"],
  "xyz": [[7.786, -0.518, 2.969], [7.117, 0.721, 3.040], [7.107, 1.117, 4.370], [7.480, 0.083, 5.155], [7.851, -0.898, 4.324], [7.963, -1.163, 2.121], [6.707, 1.211, 2.169], [6.777, 2.043, 4.815], [7.322, 0.044, 6.151], [7.973, -1.935, 4.602], [4.976, -2.732, -6.813], [4.794, -2.733, -5.430], [5.832, -3.600, -4.957], [6.562, -4.079, -6.044], [6.056, -3.579, -7.243], [4.332, -2.226, -7.517], [4.061, -2.168, -4.872], [6.027, -3.998, -3.972], [7.415, -4.620, -6.040], [6.639, -3.759, -8.134], [-12.799, -3.286, -1.117], [-12.205, -2.296, -1.919], [-13.236, -1.328, -2.177], [-14.327, -1.648, -1.396], [-14.090, -2.889, -0.812], [-12.302, -4.126, -0.656], [-11.212, -2.309, -2.345], [-13.288, -0.474, -2.837], [-15.151, -1.064, -1.414], [-14.696, -3.350, -0.046], [2.392, 7.698, 0.224], [1.014, 7.952, -0.094], [0.341, 7.725, -1.216], [-1.193, 7.858, -1.324], [1.010, 7.414, -2.280], [2.822, 7.025, -0.518], [2.641, 7.214, 1.168], [2.907, 8.651, 0.103], [0.485, 8.108, 0.752], [-1.514, 8.647, -0.643], [-1.618, 6.950, -0.895], [-1.368, 8.021, -2.387], [0.293, 0.127, 7.503], [0.250, 0.083, 8.994], [1.281, 0.333, 9.779], [1.321, -0.373, 11.072], [2.373, 0.754, 9.334], [-0.004, -0.820, 7.052], [1.244, 0.312, 7.005], [-0.482, 0.825, 7.186], [-0.565, -0.315, 9.437], [0.674, 0.008, 11.863], [2.312, -0.168, 11.476], [1.162, -1.447, 10.971], [9.614, 5.384, -5.318], [9.038, 4.750, -6.536], [7.877, 4.078, -6.567], [6.852, 4.143, -5.414], [7.504, 3.534, -7.609], [8.970, 6.159, -4.903], [10.546, 5.904, -5.539], [9.740, 4.697, -4.481], [9.566, 4.941, -7.376], [6.897, 5.215, -5.224], [7.184, 3.559, -4.556], [5.836, 3.857, -5.689], [0.349, 7.460, 6.207], [0.146, 8.884, 6.197], [-0.973, 9.419, 5.662], [-1.174, 10.902, 5.479], [-1.793, 8.678, 5.103], [-0.438, 6.876, 6.684], [1.235, 7.317, 6.825], [0.428, 7.115, 5.176], [0.687, 9.461, 6.824], [-0.414, 11.475, 6.011], [-2.132, 11.269, 5.848], [-0.947, 11.204, 4.457], [-3.249, -10.431, -2.447], [-3.931, -11.508, -3.043], [-3.625, -12.741, -2.897], [-4.350, -13.736, -3.787], [-2.846, -13.138, -2.073], [-3.955, -10.003, -1.736], [-3.047, -9.701, -3.231], [-2.336, -10.647, -1.893], [-4.822, -11.308, -3.474], [-5.399, -13.438, -3.799], [-4.230, -14.760, -3.432], [-3.951, -13.812, -4.799], [-1.151, -6.608, 5.151], [0.199, -6.166, 4.797], [1.303, -6.696, 5.233], [2.624, -6.017, 4.867], [1.298, -7.688, 5.900], [-1.889, -5.922, 4.734], [-1.234, -6.735, 6.231], [-1.264, -7.624, 4.773], [0.394, -5.417, 4.149], [2.931, -6.131, 3.828], [3.415, -6.359, 5.534], [2.517, -4.943, 5.020], [0.240, 0.612, -0.670], [-0.937, -0.035, -1.145], [-1.392, -1.192, -0.712], [-2.463, -1.779, -1.468], [-0.800, -1.814, 0.138], [0.762, 0.977, -1.554], [0.977, -0.021, -0.174], [-0.008, 1.552, -0.177], [-1.356, 0.369, -1.971], [-3.411, -1.249, -1.558], [-2.698, -2.783, -1.112], [-2.112, -1.832, -2.498], [-6.687, 2.708, -5.910], [-5.342, 2.631, -6.439], [-4.704, 1.563, -6.973], [-3.281, 1.629, -7.500], [-5.240, 0.409, -7.008], [-7.205, 3.579, -6.311], [-6.796, 2.824, -4.831], [-7.116, 1.742, -6.176], [-4.855, 3.487, -6.664], [-2.894, 0.614, -7.408], [-2.664, 2.171, -6.784], [-3.259, 2.064, -8.500]],
  "atomic_forces_ev_per_a": [[-1.3, -0.4, 2.5], [0.9, 0.8, -0.2], [-1.6, 1.4, -0.8], [0.1, 0.2, -0.2], [1.1, -2.6, -1.8], [0.0, 0.1, 0.1], [0.3, 0.6, 0.3], [-0.1, -0.1, -0.1], [0.3, -0.1, -0.3], [0.4, 0.2, 0.6], [0.8, -0.8, -2.6], [2.6, -2.0, 0.3], [-0.7, 0.4, -0.9], [-1.1, 0.9, -0.2], [-1.1, 1.3, 3.1], [0.1, 0.2, 0.0], [0.1, -0.3, 0.1], [0.1, 0.2, 0.0], [-0.3, 0.0, 0.5], [-0.6, 0.2, -0.2], [-0.5, 0.5, 0.6], [-2.0, 1.6, -1.2], [1.5, -1.3, 1.1], [1.0, -0.9, -0.8], [0.5, 0.4, 0.5], [-0.1, -0.1, -0.2], [-0.2, 0.1, 0.0], [0.2, 0.0, 0.2], [0.0, -0.6, 0.3], [-0.4, 0.3, -0.3], [1.3, 0.0, -1.8], [-1.3, -0.2, 2.9], [2.2, -1.3, -5.0], [1.8, 0.0, 1.2], [-2.2, 0.8, 3.2], [-0.1, 0.1, -0.3], [-0.8, 0.4, 0.3], [0.4, -0.1, 0.4], [-0.4, 0.2, -0.3], [-0.3, 0.3, -0.4], [-0.2, -0.2, -0.5], [-0.4, -0.1, 0.4], [-1.1, -0.1, 0.3], [-1.1, -0.1, -1.8], [3.9, -0.8, -1.5], [0.2, 0.5, 2.2], [-1.8, 0.3, 0.4], [-0.2, -0.4, 0.5], [0.1, 0.6, 1.0], [0.3, 0.3, -0.3], [0.1, 0.0, -0.4], [-0.5, 0.0, -0.2], [0.0, -0.4, -0.1], [0.0, 0.1, -0.1], [-0.8, 0.1, -0.1], [1.6, 1.3, 2.1], [-2.5, -1.3, -2.0], [1.7, 0.7, -0.1], [0.6, 0.2, 0.4], [-0.3, 0.1, -0.2], [0.0, -0.4, -0.2], [0.3, -0.3, -0.3], [-0.5, -0.6, -0.1], [-0.5, 0.0, 0.9], [0.0, 0.2, 0.2], [0.5, -0.1, -0.4], [0.2, -0.2, 0.4], [-0.2, 1.3, 0.8], [-1.6, -1.0, -2.2], [1.4, 0.8, 1.1], [0.6, 0.3, 0.7], [-0.3, 0.3, 0.0], [0.2, -0.4, -0.5], [0.3, -0.2, 0.2], [0.0, -0.2, -0.2], [0.1, 0.0, 0.5], [-0.1, -0.4, -0.4], [-0.6, -0.4, -0.2], [-0.3, 1.7, 0.8], [-1.6, 2.5, -1.5], [0.1, -4.4, -0.2], [-0.2, -0.2, -0.1], [1.8, -0.5, 1.2], [0.3, 0.5, 0.2], [0.2, 0.2, 0.2], [-0.2, -0.6, -0.4], [0.4, 0.2, -0.2], [-0.2, -0.4, -0.4], [-0.2, 0.3, 0.5], [-0.1, 0.7, -0.1], [1.0, -0.6, -0.2], [-1.7, 2.5, -1.5], [2.4, -0.6, 0.0], [-0.2, 0.7, 0.1], [0.1, -2.1, 1.7], [0.1, -0.2, 0.1], [0.0, 0.5, 0.0], [-0.4, 0.1, -0.3], [-0.9, 0.1, 0.1], [-0.1, -0.3, 0.0], [-0.2, -0.2, -0.2], [0.1, 0.2, 0.0], [0.9, 1.2, -1.0], [-0.2, 1.7, -1.0], [1.1, -0.7, 0.7], [-2.2, -1.2, -1.6], [0.4, -0.7, 1.5], [0.2, -0.1, -0.2], [-0.7, -0.1, 0.4], [0.1, -0.3, 0.8], [0.0, -0.1, 0.2], [0.1, 0.4, 0.4], [0.2, 0.1, 0.0], [0.0, -0.3, -0.2], [-0.1, -0.6, -0.3], [1.5, 1.2, -0.3], [-1.8, -4.4, 0.0], [-0.3, 0.5, 1.2], [0.8, 2.9, 0.3], [-0.1, -0.3, -0.5], [0.7, -0.2, 0.2], [-0.5, 0.3, -0.1], [-0.2, 0.2, 0.4], [-0.3, 0.0, -0.7], [0.1, 0.6, -0.3], [0.3, -0.2, 0.1]],
  "spin_multiplicity": 1,
  "gap_ev": 8.1,
  "relative_energy_kj_mol": 423.53,
  "smiles": "c1cc[nH]c1.c1cc[nH]c1.c1cc[nH]c1.CNC(C)=O.CNC(C)=O.CNC(C)=O.CNC(C)=O.CNC(C)=O.CNC(C)=O.CNC(C)=O.CNC(C)=O"
}


{
  "formula": "C3H4O2Tl",
  "method": "ωB97M-V/def2-TZVPD",
  "elements": ["O", "C", "Tl", "O", "C", "H", "H", "C", "H", "H"],
  "xyz": [[0.581, 1.196, -0.137], [-0.783, 1.062, -0.448], [-2.541, 1.218, 1.181], [-1.146, 1.306, -1.595], [1.060, -0.089, 0.256], [1.959, -0.283, -0.357], [1.348, -0.096, 1.321], [-0.015, -1.086, -0.032], [0.003, -1.603, -0.996], [-0.466, -1.625, 0.807]],
  "atomic_forces_ev_per_a": [[-0.1, 0.4, -0.3], [-0.2, 0.3, -1.9], [0.1, -0.2, -0.1], [0.4, -0.1, 1.9], [0.2, -0.4, 0.1], [-0.3, 0.0, 0.3], [-0.1, 0.1, -0.3], [0.2, -0.7, 0.3], [-0.2, 0.3, 0.3], [0.1, 0.1, -0.4]],
  "spin_multiplicity": 2,
  "gap_ev": [6.6, 7.1],
  "relative_energy_kj_mol": 254.50,
  "s_squared": 0.77
}


{
  "formula": "C32H25CaCl3N7O5S",
  "method": "ωB97M-V/def2-TZVPD",
  "elements": ["Ca", "O", "C", "N", "C", "C", "C", "C", "C", "C", "N", "C", "C", "C", "C", "C", "N", "H", "H", "H", "H", "H", "H", "H", "H", "H", "H", "O", "C", "C", "C", "C", "C", "C", "C", "O", "N", "N", "C", "C", "C", "C", "C", "C", "N", "H", "H", "H", "H", "H", "H", "H", "H", "H", "H", "Cl", "C", "Cl", "Cl", "C", "O", "O", "S", "C", "N", "C", "C", "C", "C", "H", "H", "H", "H", "H"],
  "xyz": [[-0.260, 0.277, 0.102], [-1.215, -3.249, -2.360], [-0.850, -2.458, -1.477], [-0.395, -1.209, -1.661], [-0.313, -0.843, -3.192], [-0.460, 0.685, -3.664], [0.163, 1.237, -4.723], [-0.134, 2.615, -5.126], [-0.674, 3.499, -4.253], [-0.880, 3.081, -2.865], [-1.290, 1.494, -2.745], [-0.798, -2.988, -0.060], [0.387, -3.564, 0.391], [0.437, -4.093, 1.664], [-0.705, -4.042, 2.451], [-1.850, -3.498, 1.897], [-1.911, -2.990, 0.667], [-1.109, -1.400, -3.692], [0.637, -1.208, -3.588], [0.776, 0.619, -5.365], [0.051, 2.888, -6.157], [-0.948, 4.506, -4.534], [-1.622, 3.638, -2.308], [1.249, -3.612, -0.264], [1.349, -4.532, 2.050], [-0.709, -4.426, 3.462], [-2.774, -3.453, 2.467], [2.360, -1.482, 3.621], [1.727, -0.585, 4.406], [2.190, -0.376, 5.703], [1.598, 0.581, 6.505], [0.537, 1.347, 6.033], [0.036, 1.100, 4.769], [0.599, 0.117, 3.961], [-0.003, -0.202, 2.645], [0.695, -0.754, 1.718], [-1.327, 0.033, 2.588], [-1.953, -0.049, 1.335], [-3.170, -0.404, 1.252], [-3.866, -0.470, -0.032], [-4.995, -1.275, -0.166], [-5.572, -1.413, -1.414], [-5.020, -0.725, -2.482], [-3.928, 0.095, -2.239], [-3.358, 0.226, -1.047], [1.948, -1.407, 2.732], [3.036, -0.952, 6.053], [1.976, 0.741, 7.508], [0.103, 2.124, 6.650], [-0.803, 1.655, 4.374], [-3.694, -0.738, 2.149], [-5.377, -1.812, 0.692], [-6.435, -2.051, -1.552], [-5.423, -0.818, -3.481], [-3.478, 0.680, -3.031], [1.371, 1.566, -1.150], [1.457, 2.120, 0.118], [-0.012, 3.129, 0.935], [2.374, 4.565, -1.439], [2.486, 2.083, 1.128], [3.745, 2.272, 0.551], [2.368, 1.895, 2.302], [0.095, 1.928, -2.067], [2.138, 0.450, -1.317], [2.933, -0.612, -1.424], [4.253, -0.206, -1.689], [4.721, 1.069, -1.545], [4.067, 2.403, -1.001], [3.046, 3.013, -2.038], [2.605, -1.542, -1.233], [4.899, -0.999, -2.048], [5.757, 1.203, -1.824], [4.870, 3.141, -0.994], [2.272, 2.363, -1.633]],
  "atomic_forces_ev_per_a": [[-0.3, -0.4, -1.1], [-0.1, -0.2, 0.2], [0.2, 0.2, -1.1], [0.2, 0.7, -2.3], [-0.7, 0.6, 1.1], [-0.8, -1.8, 0.5], [-0.7, 0.2, -0.8], [-0.2, -0.2, 0.7], [0.7, -0.5, -0.2], [-1.6, -0.5, -2.1], [-3.1, -0.3, -2.9], [0.1, -0.2, 0.0], [0.0, 0.0, 0.0], [0.0, 0.0, 0.0], [0.0, 0.0, 0.0], [0.0, 0.1, 0.0], [0.0, 0.1, 0.0], [0.0, 0.0, 0.0], [0.0, 0.1, 0.0], [0.1, 0.0, 0.1], [0.0, 0.1, 0.0], [0.0, 0.0, 0.0], [0.4, 0.0, 0.5], [0.0, 0.1, 0.0], [0.0, 0.0, 0.0], [0.0, 0.0, 0.0], [0.0, 0.0, 0.0], [0.0, -0.1, 0.1], [-0.1, 0.0, -0.1], [0.1, 0.0, 0.0], [0.0, 0.0, 0.0], [0.0, 0.0, 0.0], [0.1, -0.1, 0.1], [0.0, -0.1, -0.1], [-1.8, -0.2, 0.2], [0.6, -0.3, 0.8], [0.0, 0.2, -0.1], [-1.0, -0.4, 1.6], [0.2, 0.0, 1.0], [-0.1, 0.0, -0.2], [0.1, -0.1, 0.1], [-0.1, 0.0, 0.0], [0.0, 0.0, 0.1], [0.0, 0.0, 0.0], [0.1, 0.0, 0.0], [0.1, 0.0, 0.0], [0.0, 0.0, 0.0], [0.0, 0.0, 0.0], [0.0, 0.0, 0.0], [0.0, 0.0, 0.0], [-0.1, 0.0, 0.0], [0.0, 0.0, 0.0], [0.0, 0.0, 0.0], [0.0, 0.0, 0.0], [0.0, 0.0, 0.0], [4.8, -3.1, -1.3], [-1.3, 5.3, 14.2], [0.2, -0.3, -0.8], [0.2, 0.5, 0.2], [3.0, -0.3, -1.4], [-0.5, -0.3, -0.3], [0.1, 0.4, 0.1], [-8.6, 3.7, -4.8], [3.0, -7.0, 0.6], [1.5, 0.8, -0.9], [0.4, 0.6, 0.3], [-1.1, -0.3, 0.6], [0.4, 0.1, -0.7], [2.1, -0.5, 1.1], [0.2, 0.0, 0.2], [0.1, 0.1, 0.1], [0.0, 0.0, -0.1], [0.1, -0.2, 0.6], [3.1, 3.7, -3.5]],
  "spin_multiplicity": 1,
  "gap_ev": 6.3,
  "total_charge": -1,
  "relative_energy_kj_mol": 3517.86
}


{
  "formula": "C24H46BFO10S2",
  "method": "ωB97M-V/def2-TZVPD",
  "elements": ["C", "C", "O", "C", "C", "C", "C", "C", "F", "O", "C", "O", "O", "C", "C", "C", "C", "C", "C", "O", "C", "B", "C", "O", "H", "H", "H", "H", "H", "H", "H", "H", "H", "H", "H", "H", "H", "H", "H", "H", "H", "H", "H", "H", "H", "H", "H", "H", "H", "H", "H", "H", "H", "H", "O", "S", "O", "C", "C", "C", "C", "H", "H", "H", "H", "H", "H", "H", "H", "O", "S", "O", "C", "C", "C", "C", "H", "H", "H", "H", "H", "H", "H", "H"],
  "xyz": [[4.770, 0.605, 0.476], [3.281, 0.469, 0.235], [2.726, -0.426, 1.202], [1.472, -0.967, 0.816], [1.670, -2.435, 0.399], [0.584, -3.090, -0.455], [0.802, -2.861, -1.976], [1.009, -1.424, -2.435], [1.993, -3.515, -2.310], [0.896, -4.506, -0.309], [-0.247, -5.212, -0.461], [-0.339, -6.290, -0.970], [-1.238, -4.498, 0.083], [-0.921, -3.052, 0.026], [-1.200, -2.615, 1.479], [-1.767, -1.197, 1.677], [-3.305, -1.224, 1.871], [-4.070, 0.023, 1.410], [-3.310, 1.334, 1.555], [-4.170, 2.452, 1.472], [-4.474, 2.833, 0.143], [-2.030, -2.482, -1.007], [-2.058, -1.018, -1.594], [-3.023, -3.338, -1.401], [5.123, 1.447, -0.123], [5.006, 0.759, 1.527], [5.274, -0.302, 0.143], [2.761, 1.429, 0.313], [3.137, 0.022, -0.755], [0.867, -0.938, 1.722], [0.994, -0.353, 0.050], [2.642, -2.535, -0.081], [1.722, -3.014, 1.321], [0.028, -3.377, -2.553], [0.755, -1.368, -3.496], [2.069, -1.196, -2.364], [0.383, -0.699, -1.934], [-1.949, -3.320, 1.837], [-0.312, -2.783, 2.088], [-1.457, -0.490, 0.914], [-1.344, -0.825, 2.613], [-3.488, -1.443, 2.923], [-3.668, -2.097, 1.319], [-4.441, -0.103, 0.390], [-4.964, 0.118, 2.031], [-2.526, 1.423, 0.792], [-2.828, 1.393, 2.532], [-5.321, 3.515, 0.154], [-4.734, 1.986, -0.493], [-3.592, 3.311, -0.296], [-1.829, -1.084, -2.662], [-3.082, -0.637, -1.543], [-1.379, -0.304, -1.139], [-3.891, -2.922, -1.366], [-4.880, 3.815, -3.092], [-4.844, 2.427, -3.470], [-4.068, 1.466, -2.727], [-6.526, 1.834, -3.629], [-6.889, 2.117, -5.083], [-5.660, 1.710, -5.908], [-4.425, 2.300, -5.214], [-7.157, 2.350, -2.909], [-6.519, 0.764, -3.423], [-7.779, 1.568, -5.384], [-7.089, 3.183, -5.215], [-5.584, 0.621, -5.932], [-5.731, 2.056, -6.937], [-3.548, 1.667, -5.317], [-4.202, 3.304, -5.570], [6.070, 2.495, 2.908], [6.948, 1.412, 3.273], [6.942, 0.148, 2.586], [8.628, 2.030, 3.319], [8.803, 2.534, 4.749], [8.158, 1.473, 5.650], [6.795, 1.119, 5.041], [8.747, 2.803, 2.564], [9.290, 1.191, 3.108], [9.854, 2.687, 4.990], [8.287, 3.489, 4.872], [8.792, 0.585, 5.677], [8.047, 1.827, 6.674], [6.528, 0.078, 5.198], [6.003, 1.766, 5.413]],
  "atomic_forces_ev_per_a": [[-0.4, 0.0, -0.2], [0.2, -0.6, 0.3], [0.0, 0.2, -0.2], [0.4, -0.3, 0.5], [-0.5, 0.6, 0.3], [0.7, -0.8, 0.1], [0.4, 0.3, 0.2], [-0.3, -0.3, -0.6], [-0.1, 0.0, -0.1], [0.0, -0.1, -0.5], [0.1, -0.2, 0.1], [0.1, 0.3, 0.5], [-0.2, 0.0, -0.6], [-0.4, -1.0, -0.2], [0.0, 0.5, -0.3], [-0.1, -0.1, 0.9], [0.5, -0.2, -0.7], [-0.3, -0.1, 0.4], [0.0, 0.2, -0.2], [-0.3, 0.0, 0.2], [0.3, -0.1, 0.0], [0.2, 0.6, -0.1], [-0.3, -0.3, 0.2], [0.0, -0.1, 0.9], [0.2, 0.0, 0.1], [-0.2, 0.1, -0.3], [0.1, 0.0, 0.1], [0.0, 0.0, -0.2], [-0.2, 0.3, -0.1], [-0.2, 0.1, -0.2], [0.0, 0.0, 0.0], [-0.1, 0.0, -0.2], [0.1, -0.1, 0.0], [-0.2, 0.1, 0.2], [0.1, 0.0, 0.0], [0.0, 0.2, 0.3], [0.2, 0.1, 0.1], [0.0, -0.1, 0.0], [0.0, 0.0, -0.1], [0.0, -0.1, -0.1], [0.1, 0.2, -0.1], [-0.1, 0.1, 0.0], [-0.2, 0.0, 0.0], [0.2, 0.1, -0.1], [0.0, 0.0, 0.0], [0.0, 0.0, 0.0], [0.0, 0.0, 0.0], [0.1, 0.1, 0.1], [0.0, -0.1, 0.1], [-0.1, 0.1, -0.2], [0.0, 0.0, 0.0], [0.1, 0.2, 0.0], [-0.1, 0.1, 0.0], [0.0, 0.0, -0.7], [0.1, 0.0, 0.1], [-0.2, -0.2, -0.3], [0.1, 0.1, 0.1], [-0.2, 0.0, -0.1], [0.1, 0.0, 0.0], [0.0, 0.0, 0.1], [-0.1, -0.1, -0.3], [0.1, 0.0, 0.1], [0.0, 0.0, 0.0], [0.0, 0.0, 0.0], [0.0, 0.0, 0.0], [0.0, 0.0, 0.0], [0.0, 0.0, 0.0], [0.1, 0.1, 0.1], [0.0, 0.0, 0.1], [-0.1, -0.1, -0.1], [0.5, 0.0, 0.4], [-0.1, 0.0, -0.1], [0.2, 0.2, 0.2], [-0.1, 0.0, 0.0], [0.0, 0.0, -0.1], [0.1, 0.0, 0.3], [-0.1, 0.0, -0.1], [0.0, 0.0, 0.0], [0.0, 0.0, 0.0], [0.0, 0.0, 0.0], [0.0, 0.0, 0.0], [0.0, 0.0, 0.0], [-0.1, 0.0, -0.1], [0.0, 0.0, -0.1]],
  "spin_multiplicity": 1,
  "gap_ev": 9.6,
  "smiles": "CCOCC[C@@]1([C@@H](C)F)OC(=O)O[C@]1(CCCCCOC)B(C)O.O=S1(=O)CCCC1.O=S1(=O)CCCC1"
}